[1]
Below is C14H14F6N6O5PdS4 as an isolated structure in a non-equilibrium geometry, with properties calculated with ωB97M-V/def2-TZVPD.

Each line ends with the Löwdin charge.
Geometry (Å):
1 Pd 0.0278 -0.5454 -0.4242  0.690
2 C 1.6573 -1.1249 5.4882  -0.081
3 N 2.3905 -0.7472 4.3132  -0.155
4 C 3.7558 -0.6544 4.1934  -0.077
5 C 4.0323 -0.2183 2.9561  -0.065
6 N 2.8326 -0.0110 2.2839  0.011
7 C 1.7775 -0.3618 3.1324  -0.719
8 S 0.1453 -0.3650 2.9289  0.722
9 C 2.7640 0.4805 0.9624  -0.279
10 C 3.9117 0.4787 0.1750  -0.035
11 C 3.8562 1.0822 -1.0676  -0.083
12 C 2.6842 1.6931 -1.4666  -0.089
13 C 1.5681 1.5949 -0.6478  -0.202
14 N 1.5969 0.9739 0.5369  0.074
15 H 2.2081 -1.8775 6.0523  0.082
16 H 0.6946 -1.5108 5.1554  0.039
17 H 1.4664 -0.2541 6.1224  0.087
18 H 4.4190 -0.8922 5.0054  0.107
19 H 4.9852 -0.0296 2.5020  0.097
20 H 4.8154 -0.0144 0.5014  0.095
21 H 4.7256 1.0761 -1.7126  0.101
22 H 2.6101 2.2021 -2.4163  0.095
23 H 0.6352 2.0909 -0.8859  0.064
24 F 2.3963 -1.5170 -1.4954  -0.032
25 C 1.4270 -1.9904 -0.5964  -0.570
26 F 1.2479 -3.2640 -1.0119  0.017
27 F 2.1946 -2.1809 0.5649  -0.028
28 S -1.7254 -1.8799 -0.2074  0.402
29 O -2.7825 -1.4291 -1.1226  -0.486
30 O -2.1155 -1.8900 1.1978  -0.486
31 N -1.5220 -3.4892 -0.6165  -0.344
32 S -1.4185 -3.5797 -2.1571  0.518
33 O -0.7020 -2.5165 -2.8188  -0.375
34 O -1.1164 -4.9101 -2.6354  -0.336
35 C -3.1827 -3.3875 -2.9063  -0.623
36 F -4.1779 -3.5935 -2.0349  0.097
37 F -3.4246 -2.2556 -3.5815  0.091
38 F -3.3533 -4.3691 -3.8517  0.040
39 C 1.0836 -1.9770 -5.2453  -0.097
40 C -0.0038 -0.9095 -5.0907  -0.226
41 C 0.1172 -0.2433 -3.8028  -0.203
42 N 0.2724 0.3520 -2.8344  0.179
43 H 0.9715 -2.5056 -6.1931  0.065
44 H 0.9731 -2.6868 -4.4284  0.065
45 H 2.0790 -1.5352 -5.1944  0.070
46 H -0.9829 -1.3892 -5.1128  0.108
47 H 0.0518 -0.1587 -5.8841  0.106
48 O -3.2631 2.3981 0.2805  -0.635
49 S -2.6161 1.0518 0.3110  0.700
50 N -1.2507 1.0740 -0.2877  -0.495

Atoms 1-2, force components in eV/Å:
Pd -0.2 -0.3 0.5
C -0.1 0.1 0.1

Summary:
HOMO-LUMO gap in eV: 6.095
Energy relative to the best compared isomer or geometry (same formula, charge and spin) in kcal per mole: 7.0
Net charge: -2


[2]
Below is C14H14FeNO3S as an isolated structure in a non-equilibrium geometry, with properties calculated with ωB97M-V/def2-TZVPD.

Each line ends with the Löwdin charge.
Geometry (Å):
1 C -2.8294 2.5044 1.2126  -0.195
2 S -2.9340 2.5021 -0.6305  1.094
3 C -3.7986 4.1199 -0.8467  -0.203
4 C -1.3420 2.8833 -1.0706  -0.307
5 C -0.5082 2.0530 -1.8126  -0.217
6 N 0.2581 1.4349 -2.4673  0.274
7 H -2.3159 1.5764 1.4785  0.057
8 H -2.2745 3.3704 1.5928  0.084
9 H -3.8488 2.4980 1.6085  0.076
10 H -3.9286 4.2563 -1.9237  0.073
11 H -4.7785 4.0446 -0.3666  0.075
12 H -3.2423 4.9666 -0.4260  0.081
13 H -0.9811 3.9114 -0.9285  0.119
14 O 2.5734 -5.2410 0.1522  0.164
15 C 2.1311 -4.1692 0.2974  -0.129
16 Fe 1.4723 -2.5882 0.6142  0.141
17 C -0.0096 -3.4352 0.9733  -0.137
18 O -0.9644 -4.0259 1.2921  0.158
19 C 1.9474 -2.7270 2.2985  -0.099
20 O 2.3343 -2.5675 3.3826  0.162
21 C 0.4156 -0.5542 0.4854  -0.207
22 C 1.6290 0.0416 0.8220  -0.147
23 C 2.8748 -0.3874 0.4206  -0.123
24 C 3.1456 -1.5045 -0.3749  -0.164
25 C 2.3424 -2.0706 -1.3747  -0.144
26 C 0.9954 -1.8484 -1.5826  -0.134
27 C 0.1210 -1.3492 -0.6264  -0.204
28 H -0.4460 -0.2764 1.1090  0.104
29 H 1.5952 0.8795 1.5294  0.111
30 H 3.7373 0.1500 0.8306  0.120
31 H 4.1811 -1.8696 -0.3350  0.131
32 H 2.8530 -2.7476 -2.0653  0.136
33 H 0.5399 -2.3101 -2.4650  0.127
34 H -0.9450 -1.5202 -0.8034  0.124

Atoms 1-2, force components in eV/Å:
C 0.2 -0.3 -0.1
S -1.5 0.7 1.3

Summary:
HOMO-LUMO gap (spin up / spin down) in eV: 4.751 / 4.631
⟨S²⟩: 6.0787
Spin multiplicity: 5
Net charge: +1


[3]
Below is C14H14LuN2O5 as an isolated structure in a non-equilibrium geometry, with properties calculated with ωB97M-V/def2-TZVPD.

Each line ends with the Löwdin charge.
Geometry (Å):
1 O 0.0372 -2.8914 -4.7848  0.210
2 C 0.2744 -1.7842 -4.5072  -0.015
3 Lu 0.9439 0.4318 -3.5142  1.679
4 O -2.9283 0.2097 -6.2250  0.146
5 C -1.9630 0.2976 -5.6516  0.017
6 C 2.3746 0.2778 -5.4850  0.009
7 O 3.1786 0.2185 -6.3052  0.244
8 C 0.1636 2.6664 -4.3447  0.029
9 O -0.0697 3.7752 -4.6083  0.219
10 C 2.5908 1.3208 3.2371  -0.058
11 C 1.1308 1.0542 3.5349  -0.177
12 N 0.4321 0.2467 2.5109  -0.035
13 C 0.1237 -1.1393 2.9034  -0.201
14 C -0.9889 -1.2075 3.9407  -0.055
15 C 0.2670 0.8288 1.2798  -0.415
16 O 0.6906 1.9417 1.0430  0.083
17 C -0.4901 0.0735 0.2074  -0.045
18 C -1.6468 -0.6751 0.4182  0.089
19 C -2.3080 -1.2508 -0.6692  0.061
20 C -1.8380 -1.0385 -1.9616  -0.045
21 N -0.7313 -0.2511 -2.1717  -0.155
22 C -0.0746 0.3175 -1.1003  -0.114
23 H 3.1430 0.3859 3.1088  0.084
24 H 3.0214 1.8684 4.0791  0.098
25 H 2.6787 1.9305 2.3361  0.067
26 H 1.0172 0.4950 4.4699  0.121
27 H 0.5941 2.0127 3.6179  0.143
28 H -0.1354 -1.7234 2.0157  0.103
29 H 1.0418 -1.5683 3.3356  0.142
30 H -1.8978 -0.7096 3.5810  0.078
31 H -1.2281 -2.2580 4.1402  0.098
32 H -0.6826 -0.7362 4.8818  0.089
33 H -2.0258 -0.8011 1.4195  0.131
34 H -3.1893 -1.8708 -0.5360  0.151
35 H -2.2918 -1.4487 -2.8563  0.128
36 H 0.7854 1.0015 -1.3399  0.097

Atoms 1-2, force components in eV/Å:
O 1.2 6.1 1.4
C -1.0 -6.2 -1.4

Summary:
HOMO-LUMO gap in eV: 3.600
Energy relative to the best compared isomer or geometry (same formula, charge and spin) in kcal per mole: 0.0
Net charge: +3


[4]
Below is C14H14MoNO5 as an isolated structure in a non-equilibrium geometry, with properties calculated with ωB97M-V/def2-TZVPD.

Each line ends with the Löwdin charge.
Geometry (Å):
1 O -1.9889 -4.0213 -2.0460  0.097
2 C -1.3709 -3.2998 -1.4102  0.029
3 Mo 1.3351 0.8238 -2.2337  1.032
4 O 3.2197 -1.2753 -0.6864  0.230
5 C 2.5569 -0.4731 -1.2280  -0.122
6 C 2.7608 2.2690 -2.3063  -0.076
7 O 3.5897 3.0631 -2.4403  0.257
8 C 0.1295 2.1048 -3.9592  0.052
9 O -0.8333 2.5111 -4.4196  0.222
10 C 1.8245 -0.3314 -3.8037  -0.123
11 O 2.1559 -1.0618 -4.6562  0.250
12 H 0.5286 -0.2406 -1.2853  0.076
13 C -2.0791 -1.2464 1.3409  0.036
14 N -0.7128 -1.4556 1.8884  -0.185
15 C -0.4468 -2.8785 2.2176  0.039
16 C 0.3824 -0.8766 0.9829  -0.090
17 C 0.1549 0.6053 0.8136  -0.222
18 C -0.1307 1.3446 1.9633  0.017
19 C -0.5997 2.6508 1.8689  0.056
20 C -0.7041 3.2570 0.6209  0.014
21 C -0.3031 2.5768 -0.5144  -0.054
22 C 0.1694 1.2544 -0.4230  -0.163
23 H -2.1403 -1.6964 0.3507  0.066
24 H -2.2848 -0.1755 1.3067  0.110
25 H -2.7640 -1.7395 2.0316  0.129
26 H -0.6502 -0.9145 2.7658  0.168
27 H -0.4603 -3.4698 1.3036  0.098
28 H 0.5322 -2.9378 2.6991  0.125
29 H -1.2338 -3.2038 2.8990  0.128
30 H 1.3316 -1.0849 1.5061  0.157
31 H 0.3611 -1.4836 0.0653  0.091
32 H -0.0053 0.8951 2.9575  0.151
33 H -0.8939 3.1783 2.7743  0.156
34 H -1.0884 4.2689 0.5455  0.150
35 H -0.3418 3.0632 -1.4893  0.101

Atoms 1-2, force components in eV/Å:
O 1.7 1.9 1.7
C -1.6 -2.0 -1.8

Summary:
HOMO-LUMO gap (spin up / spin down) in eV: 6.500 / 6.503
⟨S²⟩: 2.0788
Spin multiplicity: 3
Net charge: +3


[5]
Below is C14H14N2O2Pd as an isolated structure in a non-equilibrium geometry, with properties calculated with ωB97M-V/def2-TZVPD.

Each line ends with the Löwdin charge.
Geometry (Å):
1 Pd -0.6145 0.1090 -0.4583  1.176
2 C 3.5254 0.2927 -1.6087  0.086
3 C 4.1779 -0.2938 -0.5442  0.031
4 C 3.4258 -0.7314 0.5376  0.098
5 C 2.0338 -0.5652 0.5165  -0.183
6 N 1.4181 0.0270 -0.5580  -0.007
7 C 2.1186 0.4389 -1.5839  -0.011
8 C 1.1449 -0.9427 1.5432  -0.050
9 C 1.5319 -1.5784 2.7352  0.014
10 C 0.6026 -1.7525 3.6973  0.076
11 C -0.7837 -1.2986 3.5244  0.043
12 C -1.2024 -0.7173 2.3909  -0.068
13 C -0.3037 -0.5575 1.3037  -0.103
14 H 4.0702 0.6467 -2.4753  0.146
15 H 5.2532 -0.4131 -0.5504  0.144
16 H 3.9084 -1.1957 1.3871  0.138
17 H 1.5663 0.8911 -2.4030  0.131
18 H 2.5505 -1.8992 2.8971  0.134
19 H 0.8832 -2.2240 4.6321  0.146
20 H -1.4875 -1.4544 4.3339  0.142
21 H -2.2355 -0.4182 2.3219  0.107
22 N -2.6606 0.3208 -0.3852  -0.052
23 C -3.1481 1.5172 -1.1445  -0.189
24 C -2.9206 1.3648 -2.6381  -0.079
25 C -1.4560 1.3399 -3.0467  -0.591
26 O -1.1370 1.8131 -4.0733  0.179
27 O -0.5406 0.7949 -2.2432  -0.218
28 H -3.0809 -0.5245 -0.7756  0.127
29 H -3.0111 0.3738 0.5627  0.087
30 H -2.6364 2.3982 -0.7567  0.131
31 H -4.2165 1.6390 -0.9589  0.135
32 H -3.4123 2.1685 -3.1721  0.140
33 H -3.3633 0.4309 -3.0074  0.141

Atoms 1-2, force components in eV/Å:
Pd 0.2 -0.4 0.6
C 0.0 0.0 0.0

Summary:
HOMO-LUMO gap (spin up / spin down) in eV: 3.985 / 3.990
Net charge: +2


[6]
Below is a 2-piece molecular cluster, C14H14N2O2S overall in a non-equilibrium geometry, with properties calculated with ωB97M-V/def2-TZVPD.

Each line ends with the Löwdin charge.
Geometry (Å):
1 C -0.2452 1.0333 -3.2335  0.000
2 N 0.4904 1.0777 -1.9641  -0.117
3 C 1.9332 1.0755 -2.0191  -0.227
4 C 2.6504 -0.1263 -2.0134  0.000
5 C 4.0279 -0.1198 -2.0658  -0.064
6 C 4.7203 1.0778 -2.1209  -0.070
7 C 4.0248 2.2744 -2.1246  -0.073
8 C 2.6478 2.2773 -2.0742  -0.017
9 C -0.1848 1.1155 -0.7919  0.174
10 H 0.4540 1.0188 -4.0674  0.103
11 H -0.8651 0.1404 -3.2935  0.100
12 H -0.8826 1.9085 -3.3419  0.100
13 H 2.1124 -1.0551 -1.9588  0.118
14 H 4.5746 -1.0477 -2.0546  0.111
15 H 5.7987 1.0794 -2.1617  0.109
16 H 4.5666 3.2047 -2.1579  0.109
17 H 2.1060 3.2053 -2.0709  0.115
18 H 0.3571 1.1060 0.1295  0.101
19 H -1.2529 1.0936 -0.7653  0.083
20 S -1.0432 -2.0427 -0.2271  0.520
21 C -1.7991 -1.7651 1.2314  -0.845
22 C -3.1770 -1.5148 1.2805  -0.132
23 C -3.7924 -1.2958 2.4860  -0.019
24 C -3.0570 -1.3135 3.6608  -0.175
25 N -3.7104 -1.0404 4.9320  -0.341
26 O -3.0246 -1.0519 5.9621  0.040
27 O -4.9246 -0.8016 4.9322  0.040
28 C -1.6943 -1.5649 3.6223  -0.019
29 C -1.0647 -1.7852 2.4244  -0.133
30 H -3.7427 -1.4966 0.3621  0.091
31 H -4.8516 -1.1084 2.5456  0.113
32 H -1.1487 -1.5831 4.5509  0.113
33 H -0.0033 -1.9752 2.3868  0.091

Atoms 1-2, force components in eV/Å:
C -0.1 0.0 -0.3
N -1.7 0.5 2.6

Summary:
HOMO-LUMO gap in eV: 5.257
Energy relative to the best compared isomer or geometry (same formula, charge and spin) in kcal per mole: 146.9
Net charge: 0


no.,energy (eV)
1,-97048.39299
2,-67585.65031
3,-61551.54482
4,-28293.40388
5,-25281.11629
6,-32650.58568